No. 1
{"formula": "C42H42Cl2InN4PS", "method": "ωB97M-V/def2-TZVPD", "symbols": ["In", "C", "C", "C", "C", "C", "C", "P", "C", "C", "C", "C", "C", "C", "C", "C", "C", "C", "C", "C", "C", "C", "C", "C", "H", "H", "H", "H", "H", "H", "H", "H", "H", "H", "H", "H", "H", "H", "H", "H", "Cl", "C", "Cl", "H", "H", "C", "C", "N", "C", "N", "C", "C", "C", "N", "C", "H", "H", "H", "H", "H", "H", "H", "H", "H", "H", "H", "H", "H", "N", "S", "C", "C", "C", "C", "C", "C", "C", "C", "C", "C", "C", "C", "H", "H", "H", "H", "H", "H", "H", "H", "H", "H", "H"], "positions_angstrom": [[0.352604, 0.151929, -0.857612], [-2.086898, -1.724976, 4.918319], [-1.282501, -2.380777, 3.993468], [-0.611774, -1.654757, 3.025865], [-0.741839, -0.266109, 2.973819], [-1.537330, 0.389051, 3.908726], [-2.208397, -0.345229, 4.878175], [0.172317, 0.616209, 1.686551], [-0.170010, 2.384834, 1.870718], [0.832627, 3.302015, 2.166381], [0.534862, 4.658381, 2.233636], [-0.760774, 5.099682, 2.016631], [-1.769150, 4.184654, 1.729017], [-1.473372, 2.835399, 1.645773], [1.930713, 0.342803, 2.010030], [2.369614, 0.399758, 3.310846], [3.724158, 0.197476, 3.629830], [4.615644, -0.073424, 2.632751], [4.202009, -0.160624, 1.281101], [5.141390, -0.461643, 0.262947], [4.751163, -0.561944, -1.038934], [3.393471, -0.369851, -1.377989], [2.446076, -0.062905, -0.434075], [2.839838, 0.049647, 0.937412], [-2.610709, -2.291174, 5.676597], [-1.175384, -3.456743, 4.032798], [0.038704, -2.164873, 2.325284], [-1.628457, 1.466682, 3.897029], [-2.821158, 0.166555, 5.607910], [1.845425, 2.963090, 2.343970], [1.317011, 5.367384, 2.470411], [-0.992215, 6.154306, 2.088607], [-2.787216, 4.526347, 1.589393], [-2.264466, 2.122639, 1.433654], [1.663386, 0.597347, 4.109635], [4.048314, 0.254120, 4.659729], [5.661927, -0.232352, 2.863779], [6.177771, -0.607805, 0.541604], [5.472951, -0.790181, -1.812205], [3.111941, -0.478510, -2.420694], [-0.916969, 0.080090, -3.964419], [-2.687030, -0.075861, -4.044509], [-3.379039, -0.717341, -2.549464], [-2.923057, -0.758259, -4.851798], [-3.095036, 0.911921, -4.220913], [-3.586233, 3.949087, -2.421737], [-3.593155, 2.739249, -1.513892], [-2.267218, 2.127454, -1.538506], [-1.107184, 2.828434, -1.653635], [0.034630, 2.183784, -1.459523], [1.298061, 2.937842, -1.538174], [1.195493, 4.061160, -2.545827], [0.027747, 4.937817, -2.158265], [-1.177798, 4.124557, -1.994403], [-2.447509, 4.854799, -2.006673], [-4.534149, 4.480179, -2.354736], [-3.447785, 3.638157, -3.459644], [-4.312243, 1.992657, -1.849390], [-3.863833, 3.030321, -0.493631], [-2.190436, 1.257857, -1.036306], [2.095288, 2.246884, -1.806481], [1.545733, 3.339607, -0.549441], [1.043438, 3.654182, -3.547874], [2.112944, 4.648103, -2.555830], [-0.180740, 5.679838, -2.928382], [0.235925, 5.472344, -1.225549], [-2.336715, 5.681178, -2.706886], [-2.632658, 5.283903, -1.016499], [-0.444800, -1.766857, -1.298750], [0.201398, -2.915376, -0.349601], [-1.091355, -4.088565, -0.001126], [-2.404330, -3.805364, -0.330898], [-3.388980, -4.720343, 0.022066], [-3.051827, -5.880901, 0.699815], [-1.727017, -6.142639, 1.032344], [-0.732932, -5.243888, 0.684963], [1.349674, -3.877515, -1.289932], [2.692783, -3.737736, -0.968607], [3.630038, -4.447139, -1.706754], [3.215152, -5.269987, -2.742994], [1.864064, -5.400792, -3.051608], [0.917255, -4.706848, -2.320340], [-0.644674, -2.083190, -2.241966], [-2.650493, -2.891624, -0.852515], [-4.420502, -4.521996, -0.235499], [-3.822782, -6.589132, 0.971291], [-1.467603, -7.050725, 1.559128], [0.302149, -5.448614, 0.931408], [2.999951, -3.084430, -0.160878], [4.681067, -4.358752, -1.468037], [3.948246, -5.824353, -3.313452], [1.551684, -6.054349, -3.854437], [-0.138876, -4.825238, -2.532111]], "forces_ev_per_a": [[0.3, 0.2, 0.3], [0.0, 0.0, 0.0], [0.0, 0.0, 0.0], [0.0, 0.0, 0.0], [0.0, 0.0, 0.0], [0.0, 0.0, 0.0], [0.0, 0.0, 0.0], [0.0, 0.0, 0.0], [0.0, 0.0, 0.0], [0.0, 0.0, 0.0], [0.0, 0.0, 0.0], [0.0, 0.0, 0.0], [0.0, 0.0, 0.0], [0.0, 0.0, 0.0], [0.0, 0.0, 0.0], [0.0, 0.0, 0.0], [0.0, 0.0, 0.0], [0.0, 0.0, 0.0], [0.0, 0.0, 0.0], [0.0, 0.0, 0.0], [0.0, 0.0, 0.0], [0.0, 0.0, 0.0], [0.0, 0.0, 0.0], [0.0, 0.0, 0.0], [0.0, 0.0, 0.0], [0.0, 0.0, 0.0], [0.0, 0.0, 0.0], [0.0, 0.0, 0.0], [0.0, 0.0, 0.0], [0.0, 0.0, 0.0], [0.0, 0.0, 0.0], [0.0, 0.0, 0.0], [0.0, 0.0, 0.0], [0.0, 0.0, 0.0], [0.0, 0.0, 0.0], [0.0, 0.0, 0.0], [0.0, 0.0, 0.0], [0.0, 0.0, 0.0], [0.0, 0.0, 0.0], [0.0, 0.0, 0.0], [0.0, 0.0, -0.1], [0.0, 0.0, 0.0], [-0.1, -0.1, -0.1], [0.0, 0.0, 0.0], [0.0, 0.0, 0.0], [0.0, 0.0, 0.0], [0.0, 0.0, 0.0], [0.0, 0.1, 0.1], [0.0, 0.1, 0.1], [-0.1, -0.1, -0.2], [0.0, 0.0, 0.0], [0.0, 0.0, 0.0], [0.0, 0.0, 0.0], [0.0, 0.0, 0.0], [0.0, 0.0, 0.0], [0.0, 0.0, 0.0], [0.0, 0.0, 0.0], [0.0, 0.0, 0.0], [0.0, 0.0, 0.0], [0.0, -0.1, -0.1], [0.0, 0.0, 0.0], [0.0, 0.0, 0.0], [0.0, 0.0, 0.0], [0.0, 0.0, 0.0], [0.0, 0.0, 0.0], [0.0, 0.0, 0.0], [0.0, 0.0, 0.0], [0.0, 0.0, 0.0], [0.0, 0.0, 0.1], [0.1, 0.0, 0.0], [0.0, 0.0, 0.0], [0.0, 0.0, 0.0], [0.0, 0.0, 0.0], [0.0, 0.0, 0.0], [0.0, 0.0, 0.0], [0.0, 0.0, 0.0], [0.0, 0.0, 0.0], [0.0, 0.0, 0.0], [0.0, 0.0, 0.0], [0.0, 0.0, 0.0], [0.0, 0.0, 0.0], [0.0, 0.0, 0.0], [-0.1, 0.0, 0.0], [0.0, 0.0, 0.0], [0.0, 0.0, 0.0], [0.0, 0.0, 0.0], [0.0, 0.0, 0.0], [0.0, 0.0, 0.0], [0.0, 0.0, 0.0], [0.0, 0.0, 0.0], [0.0, 0.0, 0.0], [0.0, 0.0, 0.0], [0.0, 0.0, 0.0]], "multiplicity": 1, "mol_weight_g_mol": 851.6, "e_lumo_ev": -4.61, "total_charge": 2, "gap_ev": 8.321, "total_energy_ha": -3694.3172, "e_above_lowest_ev": 0.1824}

No. 2
{"formula": "C19H13F5NaO2", "method": "ωB97M-V/def2-TZVPD", "symbols": ["C", "C", "C", "C", "C", "C", "C", "C", "O", "C", "C", "F", "F", "C", "C", "C", "C", "C", "C", "F", "F", "F", "C", "C", "C", "O", "H", "H", "H", "H", "H", "H", "H", "H", "H", "H", "H", "H", "H", "Na"], "positions_angstrom": [[4.466154, -0.980506, 2.590066], [4.420497, -0.326290, 1.593314], [4.316964, 0.436314, 0.376860], [3.163890, -0.126775, -0.505961], [2.463173, 1.012505, -1.292722], [1.238950, 1.548097, -0.604576], [0.146213, 1.896204, -1.280797], [-1.018277, 2.378057, -0.473807], [-1.715012, 3.294590, -0.811177], [-1.168935, 1.641843, 0.826406], [-2.548393, 1.235209, 1.287290], [-2.527517, 0.982638, 2.612272], [-3.422880, 2.242143, 1.069578], [-3.000229, 0.010680, 0.507024], [-4.244579, -0.043454, -0.091541], [-4.595851, -1.153399, -0.819687], [-3.733689, -2.215484, -0.975267], [-2.495191, -2.157807, -0.364106], [-1.495761, -3.268989, -0.503071], [-1.421386, -4.038105, 0.583058], [-1.744319, -4.047836, -1.558550], [-0.239142, -2.752054, -0.695610], [-2.140719, -1.052867, 0.373705], [-0.070188, 1.319863, 1.503482], [1.221274, 1.692369, 0.882344], [2.168864, 2.120929, 1.491809], [4.311213, -1.688250, 3.362363], [5.252964, 0.316155, -0.175726], [4.140734, 1.481238, 0.606549], [3.599245, -0.823695, -1.220757], [2.444864, -0.691803, 0.070553], [3.144643, 1.838269, -1.559450], [2.109207, 0.566958, -2.223276], [0.056805, 1.827489, -2.353315], [-4.932643, 0.778583, 0.008761], [-5.562027, -1.175945, -1.298416], [-3.992898, -3.082503, -1.556844], [-1.166610, -1.058627, 0.828850], [-0.084499, 0.794194, 2.444400], [4.655089, 1.270074, -2.654026]], "forces_ev_per_a": [[-0.5, -0.5, -0.1], [0.3, 0.1, 0.3], [-0.4, -0.5, -0.4], [0.7, 1.2, -0.4], [-0.2, -0.8, 0.0], [0.0, 0.2, -0.8], [0.1, -0.2, 0.6], [0.0, -0.1, -0.1], [-0.1, -0.1, -0.2], [-0.1, 0.1, 0.6], [0.0, -0.1, -0.8], [0.0, -0.1, 0.4], [-0.1, 0.2, 0.2], [0.0, 0.3, 0.3], [0.0, 0.4, 0.2], [-0.6, -0.1, -0.4], [0.3, -0.3, 0.1], [-0.1, -0.3, -0.2], [0.4, 0.4, -0.3], [0.0, -0.1, 0.1], [-0.1, -0.1, 0.0], [-0.3, -0.1, 0.1], [0.5, -0.3, 0.1], [-0.2, 0.1, -0.3], [-0.1, 0.1, 0.1], [0.3, -0.2, 0.1], [0.3, 0.0, 0.4], [0.3, 0.2, 0.0], [0.0, 0.2, 0.0], [-0.1, -0.3, 0.0], [-0.2, 0.0, 0.2], [-0.4, 0.2, 0.6], [-0.1, 0.2, -0.3], [0.0, 0.2, -0.2], [-0.1, 0.1, 0.0], [-0.1, -0.1, 0.0], [-0.2, -0.1, -0.2], [0.2, 0.2, 0.2], [0.0, 0.2, 0.3], [0.5, -0.2, -0.2]], "multiplicity": 1, "mol_weight_g_mol": 391.3, "e_lumo_ev": -5.00, "total_charge": 1, "gap_ev": 7.365, "total_energy_ha": -1543.6186}

No. 3
{"formula": "C3H5FOS", "method": "ωB97M-V/def2-TZVPD", "symbols": ["C", "C", "C", "O", "F", "S", "H", "H", "H", "H", "H"], "positions_angstrom": [[1.379017, -0.618878, 0.176869], [-1.585763, 0.341215, -1.368623], [0.437309, 0.500009, 0.719793], [-2.029059, 1.164203, -0.274119], [-2.607724, -0.495674, -1.809251], [-1.265576, -0.132954, 0.372903], [1.084453, -1.629238, 0.528350], [2.397793, -0.339938, 0.429375], [0.455049, 0.497797, 1.826615], [0.579013, 1.415481, 0.302384], [1.155492, -0.702024, -0.904299]], "forces_ev_per_a": [[-1.4, 0.3, -0.5], [0.2, 0.3, -1.6], [-0.9, -4.6, 1.7], [-0.8, -0.6, -0.7], [0.2, 0.9, 0.7], [1.0, 0.2, 1.7], [0.4, 0.7, 0.4], [0.1, -0.4, -0.3], [0.2, 0.4, -0.6], [0.3, 2.6, -1.2], [0.8, 0.3, 0.3]], "multiplicity": 1, "mol_weight_g_mol": 108.1, "e_lumo_ev": 0.31, "total_charge": 0, "gap_ev": 9.188, "total_energy_ha": -690.4578, "e_above_lowest_ev": 3.5876}

No. 4
{"formula": "C2H4KNO5", "method": "ωB97M-V/def2-TZVPD", "symbols": ["K", "O", "C", "O", "O", "H", "C", "N", "O", "O", "H", "H", "H"], "positions_angstrom": [[10.643665, 5.277909, -16.082934], [12.786476, 7.411901, -19.145521], [11.920452, 6.386201, -18.756522], [10.698812, 6.688520, -18.661572], [12.413629, 5.293492, -18.391671], [12.036564, 8.018322, -19.319404], [13.752983, 5.911500, -21.734180], [13.013651, 5.923696, -23.015326], [12.017989, 5.225291, -23.093219], [13.440728, 6.618639, -23.906922], [13.138962, 5.473932, -20.943832], [13.807202, 6.955408, -21.436971], [14.652948, 5.313895, -21.636658]], "forces_ev_per_a": [[0.3, 0.2, -1.1], [-1.8, -0.4, -0.2], [-0.1, -1.2, 1.7], [0.3, 0.4, 0.0], [0.2, 0.5, -0.1], [0.9, 0.6, -0.2], [-1.0, 0.3, 1.9], [0.0, -1.2, 0.0], [0.1, 0.2, 0.0], [0.2, 0.3, -0.2], [-0.4, -0.1, -0.5], [0.8, -0.1, -0.2], [0.4, 0.4, -1.1]], "multiplicity": 1, "mol_weight_g_mol": 161.2, "e_lumo_ev": -1.11, "total_charge": 0, "gap_ev": 7.702, "total_energy_ha": -1109.4482, "e_above_lowest_ev": 0.0000}

No. 5
{"formula": "C8H7AuCl3N3O3Te", "method": "ωB97M-V/def2-TZVPD", "symbols": ["Au", "O", "N", "N", "O", "C", "C", "C", "C", "C", "C", "H", "H", "H", "H", "H", "O", "H", "H", "Te", "Cl", "C", "Cl", "Cl", "C", "N"], "positions_angstrom": [[0.394700, -0.136400, 0.210400], [-1.360700, -1.016400, -1.028300], [-2.488800, -0.401100, -0.942000], [-2.503400, 0.731900, -0.374800], [-1.481700, 1.374600, 0.052000], [-3.782900, 1.321700, -0.216600], [-3.865300, 2.702100, -0.102200], [-5.101100, 3.298100, 0.067500], [-6.244700, 2.519800, 0.136400], [-6.152800, 1.139300, 0.036500], [-4.924000, 0.530500, -0.142900], [-2.957200, 3.282500, -0.148300], [-5.165500, 4.371800, 0.147200], [-7.204900, 2.989700, 0.284800], [-7.044900, 0.535600, 0.109900], [-4.835600, -0.541900, -0.211100], [-0.447700, -0.289200, 2.546000], [0.345200, -0.564200, 3.017400], [-0.528300, 0.661900, 2.672800], [0.852800, -1.373900, -2.155100], [5.514200, -1.009800, 0.618700], [4.510300, 0.368500, 0.403600], [5.183700, 1.757700, -0.341000], [3.114900, -0.882900, -2.526100], [3.247500, 0.361900, 0.844100], [2.142600, 0.334700, 1.252800]], "forces_ev_per_a": [[0.2, -0.6, -1.0], [0.3, 0.5, 0.9], [-0.5, -0.2, -0.3], [0.5, -0.7, -0.3], [0.5, 0.1, 0.2], [-1.1, 0.5, 0.2], [0.3, -0.2, -0.1], [0.0, -0.1, 0.0], [0.0, 0.0, 0.0], [0.0, 0.1, 0.0], [0.2, 0.0, 0.0], [0.0, 0.0, 0.0], [0.0, 0.1, 0.0], [-0.1, 0.0, 0.0], [0.0, -0.1, 0.0], [0.0, -0.1, 0.0], [-0.3, -0.1, -0.1], [0.1, 0.1, 0.1], [0.0, 0.1, 0.2], [0.1, 0.6, 0.5], [-0.2, 0.3, -0.1], [0.5, -0.1, -0.1], [-0.1, -0.2, 0.1], [0.2, 0.0, 0.1], [0.5, -0.1, -0.5], [-1.0, -0.1, 0.0]], "multiplicity": 1, "mol_weight_g_mol": 624.1, "e_lumo_ev": [-2.65, -2.10], "total_charge": 0, "gap_ev": [5.141, 5.947], "total_energy_ha": -2483.1251}